1.
ORCA calculation (ωB97M-V with the def2-TZVPD basis set) on a cluster of 2 separate species, C10H17BN2O in total at a distorted geometry.

```
31
Properties=species:S:1:pos:R:3:forces:R:3
B -1.26528 -0.07241 -1.43008 0.619 -2.408 0.688
C 0.75062 1.60550 -1.55253 -0.082 -0.329 -2.779
C -1.08222 1.86400 0.00989 0.615 0.307 -1.303
C 1.32603 2.77343 -1.06622 -0.452 -0.407 0.054
C -0.42934 2.94403 0.54106 -0.898 1.735 2.300
C -0.53103 1.20596 -1.12392 0.473 -0.374 1.755
C 0.78939 3.42471 0.03120 -1.072 -0.618 0.476
C 0.24904 -1.20460 1.83746 -3.081 -1.717 -0.189
C -0.52743 -3.76899 1.15621 0.874 -1.908 3.542
C 1.03142 -2.54555 -0.23057 0.436 -2.033 0.389
C -0.15535 -2.36743 0.72463 0.780 1.263 -0.072
N -2.01974 -0.69894 -2.36350 -0.274 -2.914 1.364
N 1.42106 4.46253 0.64813 1.076 2.412 0.969
O -1.29152 -1.97531 0.06261 -0.624 2.760 -2.298
H 1.19183 1.07167 -2.50093 -0.667 1.114 2.114
H -2.05885 1.53539 0.30373 -0.270 0.101 0.665
H 2.14408 3.29592 -1.48244 1.178 -0.275 -0.735
H -0.87447 3.57627 1.41213 0.634 -1.439 -1.559
H 1.07306 -0.61477 1.58031 1.449 0.695 -0.897
H -0.66599 -0.47201 1.82210 1.570 -1.628 0.689
H 0.52411 -1.68785 2.79843 -0.690 0.537 -0.213
H -0.45316 -4.50411 0.33084 -0.315 0.697 0.168
H -1.57658 -3.78146 1.60743 1.480 -0.116 -0.540
H 0.26983 -4.23559 1.97081 -1.966 1.221 -1.672
H 0.66808 -2.89608 -1.17712 -0.638 -0.099 -0.657
H 1.50655 -1.61115 -0.42000 0.985 0.536 0.045
H 1.68624 -3.45273 0.06807 -0.340 1.983 -0.042
H -2.49881 -0.17741 -3.03184 -0.749 0.874 -1.441
H -2.33502 -1.72238 -2.28515 0.848 2.260 0.223
H 1.98301 5.19966 0.18900 -0.536 -1.390 -0.127
H 1.15043 4.82974 1.57025 -0.364 -0.842 -0.915
```
Forces are in eV/Å.

As for the net charge: 0. Its strongest force on any atom is 4.12 eV Å⁻¹. As for the HOMO-LUMO gap (alpha / beta): 7.803 / 7.804 eV. The energy relative to the best compared isomer or geometry (same formula, charge and spin) comes out at 78.23 kcal/mol.

=====

2.
ORCA calculation (ωB97M-V with the def2-TZVPD basis set) on a cluster of 13 separate species, C35H51N14O3 in total at a distorted geometry.

```
103
Properties=species:S:1:pos:R:3:forces:R:3
O -1.94469 -2.55160 1.12361 -1.685 3.174 -4.863
C -2.24235 -1.82601 0.11846 1.327 -2.122 3.273
O -3.19914 -2.22225 -0.86187 2.526 0.836 1.235
C -1.42213 -0.42401 0.03348 1.420 2.008 -1.267
C -1.93105 0.91347 0.69594 4.194 0.365 -2.124
C -0.97917 2.16139 0.54519 -0.410 -3.345 -0.679
N 0.29866 2.08727 -0.19119 -2.619 -3.808 0.329
C 0.76623 0.86405 -0.81798 -1.444 -1.778 0.329
C 2.17591 0.74926 -1.62372 -0.534 0.281 1.076
C 3.16221 1.98492 -1.32414 0.467 -0.683 -0.265
C 3.96922 1.83781 0.06335 0.476 0.461 -0.238
O 3.38290 0.84738 0.97837 1.099 0.839 -0.226
C -0.07507 -0.48220 -0.75017 -1.894 4.198 2.368
H -2.73621 -2.81512 -1.50958 -0.334 0.427 0.849
H -2.93437 0.98280 1.25846 2.009 -0.036 -1.098
H -1.25454 3.17390 1.02778 0.509 -1.851 -1.009
H 0.85750 2.95473 -0.24485 -0.287 -0.903 -0.082
H 1.96713 0.58872 -2.74427 0.184 0.501 1.722
H 2.65803 -0.23759 -1.24853 -0.884 1.778 -0.547
H 3.94494 1.99557 -2.17582 -1.367 0.048 1.335
H 2.63363 3.00342 -1.35241 0.598 -1.486 -0.080
H 3.97668 2.88250 0.55849 0.248 -1.740 -0.660
H 5.05527 1.49256 -0.14282 -1.755 0.821 0.173
H 4.07939 0.74276 1.67617 -1.049 0.187 -0.790
H 0.28774 -1.44463 -1.25102 -0.548 1.736 0.810
C 1.82517 5.55767 1.56621 0.488 0.254 -0.822
C 2.52274 6.03949 0.32566 1.571 1.083 -2.779
N 3.07354 6.42034 -0.65754 -2.218 -1.590 3.820
H 2.30846 4.65053 1.93549 0.060 0.111 -0.041
H 1.86992 6.32504 2.34098 0.008 -0.069 -0.132
H 0.77894 5.33861 1.34220 0.066 0.125 -0.004
C 5.24582 1.03074 5.02255 0.011 0.594 -0.731
C 5.25509 1.97321 3.85196 0.036 2.120 -2.580
N 5.26216 2.72067 2.92498 -0.100 -3.023 3.638
H 4.29372 0.49804 5.06302 0.067 0.100 -0.049
H 6.05589 0.30609 4.92203 -0.063 0.134 -0.051
H 5.38098 1.58991 5.95014 -0.011 0.003 -0.160
C -0.13571 -5.78124 -0.54945 -0.054 0.774 -0.507
C -0.22975 -4.51108 -1.34533 -0.225 2.734 -1.711
N -0.30428 -3.50408 -1.97651 0.158 -3.928 2.529
H 0.89140 -5.93290 -0.21254 -0.086 0.100 -0.096
H -0.79195 -5.72267 0.32109 0.024 0.115 -0.135
H -0.43732 -6.62929 -1.16710 0.017 0.164 -0.008
C -0.04949 -2.99291 3.46309 0.394 0.504 0.949
C 0.52788 -2.33548 4.68433 1.369 1.459 2.736
N 0.98425 -1.81534 5.65133 -1.716 -1.847 -3.929
H 0.75408 -3.39184 2.84104 -0.021 0.078 0.115
H -0.71073 -3.80992 3.75822 0.072 0.120 0.058
H -0.61950 -2.26551 2.88447 0.128 -0.116 0.154
C 3.73558 2.80307 -6.16652 -0.379 -1.169 0.509
C 4.18231 1.79969 -5.13758 0.700 -2.385 1.985
N 4.54486 0.98509 -4.31235 2.932 12.983 -5.660
H 4.49927 2.90439 -6.93940 -0.010 -0.073 0.171
H 2.80075 2.47706 -6.63019 0.069 0.159 -0.097
H 3.57808 3.77350 -5.69235 0.109 -0.146 0.042
C -2.83349 -2.58715 -4.13760 -0.245 0.446 -0.903
C -3.27528 -1.82366 -5.35537 -0.940 1.699 -2.605
N -3.61788 -1.21587 -6.31787 1.324 -2.355 3.773
H -1.78402 -2.87085 -4.23735 -0.124 0.063 -0.052
H -2.95145 -1.96668 -3.24768 -0.052 0.138 -0.296
H -3.43742 -3.49036 -4.02453 0.013 0.077 -0.092
C 4.53137 -2.79163 -2.19288 0.489 0.934 -0.364
C 4.40185 -1.51675 -2.98232 0.125 2.783 -1.514
N 4.29676 -0.48984 -3.61305 -3.970 -13.334 5.038
H 5.56270 -2.92100 -1.85577 -0.115 -0.045 0.012
H 3.87409 -2.75622 -1.32172 0.040 0.092 -0.101
H 4.25129 -3.64231 -2.81646 0.003 0.188 -0.028
C -2.86322 2.31958 -6.93450 0.700 0.337 -0.605
C -1.79080 2.86641 -7.83371 2.386 1.226 -2.011
N -0.94057 3.29985 -8.54454 -3.299 -1.673 2.860
H -2.77341 2.75887 -5.93943 0.032 -0.062 -0.124
H -3.84755 2.55843 -7.34142 0.152 -0.017 -0.030
H -2.76505 1.23500 -6.85458 -0.005 0.121 -0.061
C -1.38248 -1.28279 8.38102 -0.581 0.571 0.875
C -2.10812 -0.56602 9.48518 -1.647 1.676 2.464
N -2.68257 0.00144 10.35922 2.255 -2.232 -3.442
H -1.79663 -0.99153 7.41420 0.040 -0.017 0.132
H -0.32190 -1.02665 8.40537 -0.135 -0.044 -0.009
H -1.49072 -2.36027 8.50373 -0.038 0.261 -0.002
C -4.55384 3.09641 3.66294 0.642 0.380 -0.597
C -3.49998 3.63005 2.73479 2.330 1.246 -2.039
N -2.66509 4.05278 2.00028 -3.484 -1.556 3.112
H -4.44759 3.55496 4.64773 0.066 -0.011 -0.147
H -5.54574 3.32462 3.26844 0.159 0.023 -0.028
H -4.44916 2.01417 3.76056 0.057 0.128 -0.041
C -1.45918 5.45913 -4.45365 -0.313 -0.799 0.409
C -1.95226 4.19645 -3.80471 -1.072 -2.776 1.490
N -2.34278 3.19598 -3.29128 1.602 3.892 -1.963
H -0.44137 5.31497 -4.82061 -0.130 -0.062 0.043
H -2.10629 5.72265 -5.29236 0.043 -0.097 0.100
H -1.46468 6.27548 -3.72902 -0.039 -0.147 -0.032
C 0.69089 -5.24587 9.66624 -0.280 0.496 -0.780
C 0.23813 -4.49346 8.44699 -0.968 1.616 -2.772
N -0.12072 -3.89697 7.48145 1.391 -2.699 3.857
H 1.73988 -5.52801 9.56009 -0.123 0.074 -0.055
H 0.57838 -4.61868 10.55256 -0.015 -0.017 -0.145
H 0.08975 -6.14850 9.78977 0.028 0.133 -0.079
C -6.82641 -4.04308 -4.85468 0.263 -0.672 0.643
C -6.42395 -5.09129 -3.85613 0.882 -2.354 2.242
N -6.10537 -5.92106 -3.06523 -1.165 3.317 -3.102
H -6.04797 -3.93347 -5.61219 -0.067 -0.054 0.088
H -7.75940 -4.33197 -5.34185 0.119 -0.027 0.096
H -6.96959 -3.08531 -4.35091 0.021 -0.142 0.001
```
Forces are in eV/Å.

As for the net charge: +1. Its strongest force on any atom is 14.80 eV Å⁻¹. As for the HOMO-LUMO gap: 4.864 eV. The energy relative to the best compared isomer or geometry (same formula, charge and spin) comes out at 0.00 kcal/mol.